Computed, not measured: a structure of composition C30H23Cl4N2O2PPd, with ωB97M-V/def2-TZVPD.

Last column: Mulliken charge in e.
Cartesian coordinates (Å):
Pd1 -1.2100 0.0447 -0.4030  0.5036
Cl1 5.1509 1.2533 3.0477  -0.0977
C1 3.5554 1.3088 2.4918  0.5658
C2 2.6357 2.3007 3.1258  0.6240
Cl2 3.2647 3.2778 4.3537  -0.0975
C3 1.3450 2.4261 2.7503  -0.2026
Cl3 0.2660 3.5424 3.4499  -0.1332
C4 0.8176 1.5708 1.6970  0.3450
O1 -0.3259 1.6184 1.3012  -0.1367
C5 1.7683 0.5362 1.0473  -0.1166
O2 1.3072 -0.1679 0.1793  -0.2807
C6 3.1462 0.4752 1.5119  -0.1746
Cl4 4.1623 -0.6688 0.7645  -0.1212
N1 -0.2226 -1.3708 -1.9771  -0.0626
C7 -0.3580 -0.9242 -3.3464  0.2327
C8 -0.0812 -1.7557 -4.4199  -0.5630
C9 -0.1820 -1.2605 -5.7125  -0.5971
C10 -0.5417 0.0633 -5.9473  -0.8186
C11 -0.8311 0.8951 -4.8816  -0.6269
C12 -0.7621 0.3896 -3.5819  -0.2601
P1 -1.3071 1.3140 -2.1707  1.9751
C13 -0.8120 3.0142 -2.2133  0.6659
C14 0.5565 3.2890 -2.3024  -0.6595
C15 0.9823 4.6044 -2.3237  -0.7827
C16 0.0519 5.6364 -2.2560  -0.5004
C17 -1.3061 5.3627 -2.1724  -0.8013
C18 -1.7464 4.0485 -2.1501  -0.2599
C19 -3.0108 1.0217 -1.7363  -0.0613
C20 -3.8206 0.1117 -2.4423  -0.6677
C21 -5.0199 -0.2857 -1.8977  -0.7530
C22 -5.4159 0.1838 -0.6434  -0.5760
C23 -4.6214 1.0605 0.0661  -0.8175
C24 -3.4067 1.4909 -0.4710  0.0978
H1 0.7254 -1.2264 -1.6354  0.3388
H2 -0.4164 -2.3649 -1.9161  0.2631
H3 0.2371 -2.7772 -4.2516  0.4788
H4 0.0415 -1.9107 -6.5476  0.4325
H5 -0.6027 0.4373 -6.9596  0.4622
H6 -1.1208 1.9254 -5.0489  0.5110
H7 1.2769 2.4811 -2.3707  0.5107
H8 2.0373 4.8297 -2.4012  0.4531
H9 0.3905 6.6637 -2.2774  0.4362
H10 -2.0224 6.1717 -2.1334  0.4568
H11 -2.8053 3.8286 -2.0977  0.4717
H12 -3.5023 -0.2565 -3.4096  0.4600
H13 -5.6609 -0.9638 -2.4447  0.4688
H14 -6.3646 -0.1336 -0.2314  0.4512
H15 -4.9437 1.4344 1.0285  0.5106
H16 -2.8209 2.2428 0.0490  0.4152
C25 -3.0351 -3.8184 4.4264  -1.4060
C26 -2.5984 -2.9415 3.2948  1.1047
C27 -2.2545 -3.4602 2.0509  -0.8819
C28 -1.8566 -2.6103 1.0385  -0.3564
N2 -1.7804 -1.2841 1.1899  0.1422
C29 -2.1190 -0.7727 2.3842  -0.4497
C30 -2.5243 -1.5564 3.4418  -0.9854
H17 -3.0291 -4.8688 4.1457  0.3662
H18 -4.0429 -3.5509 4.7467  0.3449
H19 -2.3772 -3.6852 5.2860  0.3499
H20 -2.2967 -4.5249 1.8660  0.3832
H21 -1.5960 -3.0028 0.0646  0.3367
H22 -2.0612 0.3038 2.4806  0.6383
H23 -2.7867 -1.0871 4.3808  0.4508

Computed properties:
Orbital gap: 6.766 eV
E_tot: -101403.0885 eV
Charge: +2